98
Properties=species:S:1:pos:R:3:forces:R:3:mulliken_charge:R:1 method="wB97M-V/def2-TZVPD" homo_ha="-0.2013 / -0.1987" spin_multiplicity=2 s_squared=0.855 lumo_ev="0.36 / 0.36" homo_lumo_gap_ev="5.83 / 5.76"
V 0.1376 -0.7455 0.2209 -0.2 -0.3 -1.0 0.01
C -1.2202 -1.2872 -3.8231 0.0 0.0 0.0 -1.86
C -0.4152 -1.1995 -2.5677 0.2 0.0 -0.1 1.49
N -0.8829 -0.6796 -1.4188 0.5 -0.2 0.7 1.22
N -2.1904 -0.2164 -1.3693 0.0 0.1 -0.1 -1.31
C -2.4413 0.1703 -0.1577 0.1 0.0 0.0 0.07
O -1.5636 0.1130 0.8154 0.1 0.1 0.0 0.35
C -3.7904 0.7038 0.1578 0.0 0.0 0.0 0.15
C -4.2114 0.7741 1.4820 0.0 0.0 0.0 -0.24
C -5.4704 1.2688 1.7932 0.0 0.0 0.0 -0.83
C -6.3162 1.7021 0.7830 0.0 0.0 0.0 -0.40
C -5.9013 1.6305 -0.5417 0.0 0.0 0.0 -0.66
C -4.6472 1.1326 -0.8545 0.0 0.0 0.0 -0.41
C 0.9105 -1.6373 -2.4501 -0.3 0.0 -0.1 -0.19
C 1.6874 -2.1762 -3.5129 0.0 0.0 0.0 -1.21
C 2.9774 -2.5492 -3.2947 0.0 0.0 -0.1 -0.62
C 3.5335 -2.3883 -2.0006 -0.1 0.1 0.2 -0.83
C 2.7448 -1.8660 -1.0148 0.4 -0.1 0.0 -0.60
N 1.4627 -1.4934 -1.1945 -0.8 0.4 0.4 0.95
H -2.2192 -0.9010 -3.6418 0.0 0.0 0.0 0.39
H -1.3058 -2.3207 -4.1660 0.0 0.0 0.0 0.34
H -0.7658 -0.7075 -4.6307 0.0 0.0 0.0 0.33
H -3.5479 0.4207 2.2604 0.0 0.0 0.0 0.38
H -5.7925 1.3112 2.8262 0.0 0.0 0.0 0.41
H -7.2975 2.0907 1.0246 0.0 0.0 0.0 0.38
H -6.5597 1.9655 -1.3333 0.0 0.0 0.0 0.39
H -4.3128 1.0684 -1.8808 0.0 0.0 0.0 0.45
H 1.2370 -2.2834 -4.4909 0.0 0.0 0.0 0.48
H 3.5726 -2.9619 -4.0990 0.0 0.0 0.0 0.41
H 4.5542 -2.6720 -1.7856 0.0 0.0 0.0 0.47
H 3.1298 -1.7182 -0.0116 0.0 0.0 0.0 0.19
C -0.2875 -2.7023 0.8441 0.0 0.0 0.0 -1.54
C 0.2352 -2.7413 2.2251 0.1 0.0 0.1 0.22
C -0.5578 -2.3952 3.3285 0.0 0.0 0.0 -0.23
C -0.0501 -2.4104 4.6167 0.0 0.0 0.0 -0.39
C 1.2779 -2.7501 4.8506 0.0 0.0 0.0 -0.64
C 2.0880 -3.0770 3.7704 0.0 0.0 0.0 -0.59
C 1.5750 -3.0704 2.4809 0.0 0.0 0.0 0.01
H -1.3750 -2.7978 0.8121 0.0 0.0 0.0 0.47
H 0.1740 -3.4512 0.2009 0.0 0.0 0.0 0.55
H -1.5920 -2.1177 3.1585 0.0 0.0 0.0 0.29
H -0.6942 -2.1506 5.4490 0.0 0.0 0.0 0.38
H 1.6690 -2.7739 5.8604 0.0 0.0 0.0 0.41
H 3.1226 -3.3583 3.9340 0.0 0.0 0.0 0.44
H 2.2085 -3.3579 1.6475 0.0 0.0 0.0 0.48
O 1.6348 0.4926 0.7169 0.0 0.0 0.3 1.45
P 2.4291 1.6618 1.2035 0.0 0.0 -0.2 -2.71
N 3.4351 2.0139 -0.0607 0.0 0.1 0.0 0.47
C 4.3010 3.1962 0.0064 0.0 0.0 0.0 -0.41
C 4.7907 3.3690 -1.4296 0.0 0.0 0.0 -0.79
C 3.5988 2.8807 -2.2507 0.0 0.0 0.0 -0.75
C 3.1196 1.6654 -1.4643 0.0 -0.1 0.0 0.16
N 1.5310 2.9862 1.5479 0.1 0.1 0.0 0.99
C 0.5262 3.3471 0.5225 0.0 0.0 0.0 0.09
C -0.3115 4.4323 1.1953 0.0 0.0 0.0 -0.74
C 0.6580 5.0633 2.1896 0.0 0.0 0.0 -1.04
C 1.4412 3.8663 2.7198 -0.1 -0.1 0.0 0.03
N 3.3137 1.2687 2.5230 0.0 0.0 0.0 1.04
C 3.9446 -0.0681 2.5038 0.0 0.0 0.0 0.29
C 4.6057 -0.1512 3.8713 0.0 0.0 0.0 -0.47
C 5.0770 1.2814 4.1014 0.0 0.0 0.0 -0.96
C 3.9356 2.1320 3.5374 0.0 0.0 0.0 -0.42
H 5.1232 3.0458 0.7111 0.0 0.0 0.0 0.19
H 3.7324 4.0785 0.3327 0.0 0.0 0.0 0.21
H 5.6531 2.7227 -1.6067 0.0 0.0 0.0 0.33
H 5.0839 4.3950 -1.6474 0.0 0.0 0.0 0.41
H 3.8555 2.6329 -3.2795 0.0 0.0 0.0 0.45
H 2.8201 3.6481 -2.2704 0.0 0.0 0.0 0.26
H 3.6635 0.7636 -1.7583 0.0 0.0 0.0 0.19
H 2.0575 1.4583 -1.5922 0.0 0.0 0.0 -0.22
H -0.0768 2.4780 0.2491 0.0 0.0 0.0 -0.58
H 1.0215 3.7226 -0.3809 0.0 0.0 0.0 0.22
H -1.1491 3.9758 1.7248 0.0 0.0 0.0 0.14
H -0.7138 5.1425 0.4747 0.0 0.0 0.0 0.49
H 0.1626 5.6130 2.9889 0.0 0.0 0.0 0.43
H 1.3353 5.7470 1.6715 0.0 0.0 0.0 0.31
H 0.9025 3.3827 3.5401 0.0 0.0 0.0 -0.24
H 2.4231 4.1616 3.0786 0.0 0.0 0.0 0.38
H 4.6908 -0.1349 1.7023 0.0 0.0 0.0 0.42
H 3.1922 -0.8403 2.3474 0.0 0.0 0.0 -0.90
H 5.4148 -0.8796 3.8963 0.0 0.0 0.0 0.51
H 3.8656 -0.4445 4.6209 0.0 0.0 0.0 0.07
H 5.9922 1.4645 3.5342 0.0 0.0 0.0 0.36
H 5.2792 1.5140 5.1461 0.0 0.0 0.0 0.42
H 4.3119 3.0627 3.1097 0.0 0.0 0.0 0.35
H 3.2111 2.3856 4.3165 0.0 0.0 0.0 0.20
N 1.1520 1.0790 6.7790 0.0 0.0 0.0 -0.47
C 0.4009 1.3148 5.6501 0.0 0.0 0.0 0.05
C 0.7170 0.6951 4.4266 0.1 0.0 0.0 -0.34
N -0.0261 0.8576 3.3554 0.0 0.0 0.0 1.25
C -1.1067 1.6378 3.4707 0.0 0.0 0.0 -0.75
C -1.4012 2.2613 4.6665 0.0 0.0 0.0 -0.97
N -0.6508 2.1133 5.7619 0.0 0.0 0.0 -0.69
H 2.0826 0.7195 6.6604 0.0 0.0 0.0 0.22
H 1.0168 1.7273 7.5366 0.0 0.0 0.0 0.27
H 1.5850 0.0472 4.3420 0.0 0.0 0.0 0.16
H -1.7254 1.7427 2.5891 0.0 0.0 0.0 0.60
H -2.2694 2.9043 4.7582 0.0 0.0 0.0 0.46



93
Properties=species:S:1:pos:R:3:forces:R:3:mulliken_charge:R:1 method="wB97M-V/def2-TZVPD" homo_ha=-0.4420 lumo_ev=-5.45 total_charge=+2 homo_lumo_gap_ev=6.58
C 6.2322 0.2938 1.7544 0.2 0.2 0.1 -0.51
C 5.5698 0.0628 0.5342 0.5 -0.2 0.1 0.61
C 6.3775 -0.1264 -0.6072 -0.1 0.1 0.0 -0.41
C 7.7734 -0.0314 -0.4888 -0.6 0.1 0.3 -0.41
N 8.3846 0.2281 0.6683 -0.2 0.1 0.1 -0.55
C 7.6366 0.3826 1.7671 -0.6 0.0 -0.5 -0.39
C 4.1201 -0.0638 0.4725 -1.3 -1.7 0.5 -0.53
C 2.9361 -0.4565 0.5218 1.7 -2.1 0.3 0.36
C 1.6019 -0.9415 0.3375 0.6 0.8 -0.1 0.75
C 0.5840 -0.8988 1.3389 -0.2 0.5 0.1 -2.41
C -0.7349 -1.1176 1.0530 0.4 -0.2 0.5 -0.38
C -1.2108 -1.3985 -0.3081 0.6 -1.2 0.6 1.80
C -0.1052 -1.7669 -1.2149 0.3 -0.5 -0.1 -1.35
C 1.2024 -1.5023 -0.9171 -0.1 0.0 -0.6 -1.19
Ba 2.6481 1.9528 -0.3132 -0.2 2.4 -0.1 1.57
P -2.6402 -2.6742 -0.2970 -0.3 0.2 -0.3 1.09
H 5.9190 -0.3730 -1.5673 0.2 0.1 0.3 0.35
H 5.6734 0.3883 2.6896 0.2 0.0 -0.4 0.45
H 8.4164 -0.1427 -1.3637 -0.2 -0.1 0.2 0.39
H 8.1734 0.6101 2.6915 -0.2 -0.2 -0.3 0.38
H 1.9962 -1.7037 -1.6621 -0.7 0.0 0.4 0.65
H 0.9030 -0.5960 2.3400 -0.3 -0.2 -0.2 0.32
H -0.3656 -2.1609 -2.2054 0.3 0.2 0.5 0.65
H -1.4839 -1.0403 1.8405 0.3 0.0 -0.1 0.63
C -4.2818 -1.9337 -0.1016 0.0 0.7 0.4 0.05
C -5.1924 -2.1690 -1.3052 -0.2 0.1 -0.2 -1.51
H -4.0608 -0.8631 0.0330 -0.3 -0.2 0.0 -0.23
H -4.7534 -2.2956 0.8302 0.4 0.1 -0.4 0.68
H -6.0442 -1.4799 -1.2907 0.2 -0.2 0.1 0.43
H -4.6417 -1.9960 -2.2378 -0.3 0.0 0.1 0.34
H -5.5918 -3.1942 -1.3003 0.1 0.3 -0.1 0.37
C -2.5696 -3.5092 -1.8970 -0.1 -0.3 -0.2 -0.80
C -1.5826 -4.6654 -1.8184 0.4 -0.5 -0.3 -1.30
H -2.3100 -2.7835 -2.6841 -0.1 -0.1 0.3 0.22
H -3.5677 -3.8841 -2.1619 0.3 0.1 0.2 0.62
H -1.5001 -5.1799 -2.7892 -0.1 0.2 0.4 0.41
H -0.5780 -4.3268 -1.5390 -0.2 -0.1 0.0 0.29
H -1.9203 -5.3978 -1.0757 0.2 0.1 -0.2 0.34
C -2.5387 -3.8587 1.0900 0.7 0.0 0.2 -0.79
C -3.6693 -4.8973 1.2073 -0.3 -0.1 0.1 -1.27
H -2.5528 -3.2080 1.9770 0.1 -0.1 -0.1 0.48
H -1.5579 -4.3605 1.0752 -0.3 0.3 0.0 0.59
H -3.5191 -5.4928 2.1275 0.0 0.4 -0.5 0.44
H -4.6631 -4.4306 1.2921 0.4 -0.1 -0.1 0.30
H -3.6952 -5.6073 0.3713 0.0 0.2 0.1 0.31
Br -2.0275 0.3528 -1.0908 -0.6 0.4 -0.1 -0.01
P 1.4410 1.6671 -3.7641 -0.2 -0.2 -2.3 -0.32
C 0.3874 0.1566 -3.8209 -0.3 0.0 0.4 1.31
C -0.7447 0.2260 -4.8390 -0.1 -0.2 -0.2 -1.36
H -0.0419 0.0594 -2.8147 0.2 -0.2 -0.4 -1.37
H 1.0198 -0.7265 -3.9981 -0.1 0.3 0.0 0.45
H -1.3492 -0.6891 -4.7804 0.1 0.2 0.0 0.33
H -1.4160 1.0699 -4.6465 0.1 -0.1 0.0 0.29
H -0.3653 0.3046 -5.8643 -0.1 0.1 0.2 0.40
C 0.4363 2.7509 -2.6513 -0.1 0.2 0.5 1.14
C 0.0115 3.9768 -3.4900 0.1 0.4 0.1 -1.52
H 0.9977 3.0951 -1.7497 -0.8 0.2 -0.7 -0.06
H -0.4541 2.1892 -2.2994 0.6 0.3 0.0 -0.63
H -0.7454 4.5816 -2.9788 0.1 -0.2 0.1 0.37
H 0.8625 4.6434 -3.6980 -0.2 -0.3 0.0 0.38
H -0.4126 3.6955 -4.4621 0.2 -0.1 0.3 0.39
C 2.8932 0.8826 -2.9772 0.2 0.1 0.7 1.46
C 3.7119 -0.0143 -3.9128 0.0 -0.2 0.0 -1.64
H 2.5116 0.2453 -2.1502 0.7 0.2 -0.1 -1.05
H 3.5593 1.7188 -2.6585 -0.1 -0.6 -0.1 0.36
H 4.6825 -0.2226 -3.4465 -0.2 0.0 -0.2 0.39
H 3.2190 -0.9875 -4.0578 0.1 0.4 -0.1 0.30
H 3.8860 0.4623 -4.8860 -0.1 -0.2 0.2 0.43
N 0.7089 2.1538 1.2371 -0.8 0.3 0.7 0.05
S -0.0760 3.2800 2.1060 -0.5 -0.3 0.1 -0.10
C -1.7695 2.6864 1.9935 -0.3 0.5 -0.2 0.33
C -2.6577 3.4187 1.1892 0.5 -0.5 0.5 -0.73
C -3.9601 2.9548 1.0622 -0.2 -0.2 0.0 -0.67
C -4.3344 1.7578 1.6863 0.1 -0.1 0.0 -0.55
C -3.4237 1.0083 2.4386 0.2 0.2 0.0 -0.59
C -2.1256 1.4884 2.6148 0.0 0.1 0.0 0.02
C 0.1742 2.9541 3.8607 0.2 0.1 0.8 0.43
C 1.2373 2.1514 4.2580 -0.1 -0.3 -0.1 -0.25
C 1.3623 1.7958 5.6087 -0.1 0.4 -0.1 -0.62
C 0.4749 2.3241 6.5543 0.4 -0.2 -0.1 -0.46
C -0.5301 3.2104 6.1648 0.2 0.1 -0.3 -0.57
C -0.6752 3.5402 4.8187 0.1 -0.2 -0.4 -0.30
H 0.0724 1.3471 1.2845 0.6 -0.1 -0.2 -0.31
H -2.2968 4.3124 0.6887 -0.2 0.0 0.1 0.48
H -4.6809 3.5217 0.4698 0.2 -0.2 0.2 0.43
H -5.3513 1.3859 1.5797 0.1 0.2 0.0 0.47
H -3.7141 0.0591 2.9087 0.0 0.5 -0.2 0.50
H -1.3975 0.9403 3.2260 -0.3 0.3 -0.2 0.56
H 1.9405 1.7911 3.4975 -0.3 0.0 0.4 0.37
H 2.1703 1.1272 5.9058 -0.2 0.2 0.0 0.41
H 0.6095 2.0763 7.6086 -0.1 0.0 -0.3 0.39
H -1.1882 3.6514 6.9130 0.2 -0.1 -0.3 0.42
H -1.4495 4.2346 4.4950 0.0 -0.2 0.1 0.42



Table of max |F| (Eh/bohr), in record order: 0.0216 0.0524
Table of calculated total energy (a.u.), in record order: -3367.4761 -5228.5903